a | Computed, not measured: a 5-piece molecular cluster, C2H14O4S2 overall, with the ωB97M-V functional and the def2-TZVPD basis.

As for the HOMO energy: -8.452 eV. As for the SMILES: CSSC.O.O.O.O. The frontier orbital gap comes out at 8.624 eV.

Last column: Löwdin charge in e.
Geometry (Å):
C -1.717 1.300 0.220  -0.417
S -1.471 0.105 -1.210  0.401
S -0.402 -1.262 -0.176  0.392
C 1.235 -1.505 -0.920  -0.462
H -2.434 0.696 0.721  -0.029
H -0.822 1.431 0.827  0.029
H -2.079 2.299 -0.012  0.038
H 1.709 -2.476 -0.795  0.032
H 1.298 -1.193 -1.957  0.027
H 1.892 -0.876 -0.318  0.014
H -3.481 -1.543 1.923  -0.005
H -3.334 -0.967 3.321  0.036
O -3.908 -0.935 2.546  -0.065
H 3.221 2.918 -0.722  -0.027
H 3.452 4.152 0.171  0.014
O 2.833 3.458 -0.013  -0.074
H 4.773 1.218 -1.550  0.066
H 4.016 1.621 -2.713  0.064
O 4.181 1.936 -1.815  -0.043
H -2.432 -3.456 1.439  0.027
H -3.258 -3.356 0.044  0.046
O -3.271 -3.564 0.986  -0.062



b | Computed, not measured: a 5-piece molecular cluster, C2H14O4S2 overall, with the ωB97M-V functional and the def2-TZVPD basis.

As for the HOMO energy: -8.786 eV. As for the SMILES: CSSC.O.O.O.O. The frontier orbital gap comes out at 9.236 eV.

Last column: Löwdin charge in e.
Geometry (Å):
C 0.989 1.067 -0.316  -0.472
S -0.822 1.076 -0.198  0.409
S -1.281 -0.743 0.549  0.421
C -1.402 -1.820 -0.901  -0.466
H 1.338 0.471 0.508  -0.014
H 1.267 0.550 -1.243  0.014
H 1.430 2.043 -0.509  0.040
H -1.710 -1.317 -1.814  0.001
H -0.472 -2.309 -1.207  0.016
H -2.094 -2.597 -0.579  0.023
H 2.620 1.845 2.730  0.040
H 2.929 0.457 3.307  0.050
O 2.569 0.905 2.537  -0.050
H 2.393 -1.387 -1.224  0.018
H 1.776 -2.658 -1.697  0.026
O 2.360 -1.954 -2.005  -0.058
H -0.837 -0.248 -4.642  0.045
H -2.206 -0.409 -4.125  0.045
O -1.314 -0.748 -3.967  -0.064
H 0.570 2.141 3.276  -0.007
H -0.597 1.443 3.928  0.037
O -0.036 2.221 4.012  -0.054



b takes first place; second place is 0.328 eV up.



a | Computed, not measured: one molecule with the formula C12H20O, with the ωB97M-V functional and the def2-TZVPD basis.

As for the HOMO energy: -7.963 eV. As for the SMILES: CC(C)=C1O[C@]2(C)CCC(C)(C)[C@H]12. The frontier orbital gap comes out at 8.784 eV.

Last column: Löwdin charge in e.
Geometry (Å):
C -0.641 -1.107 -0.018  -0.153
C -0.870 -2.062 -0.909  -0.270
C -0.584 2.130 0.377  -0.086
C -0.640 1.503 1.813  -0.077
C 0.658 0.025 0.303  -0.052
C 0.530 1.345 -0.345  -0.542
C -0.166 0.100 1.610  -0.472
C -2.061 -2.953 -0.938  -0.047
C 0.143 -2.309 -2.063  -0.030
C 1.860 2.119 -0.118  -0.055
C 0.327 1.318 -1.884  -0.039
C 0.550 -0.499 2.797  0.009
O -1.269 -0.755 1.123  0.031
H -1.420 1.928 -0.235  0.102
H -0.459 3.151 0.395  0.090
H 0.095 1.968 2.430  0.096
H -1.583 1.536 2.413  0.142
H 1.612 -0.531 0.404  0.154
H -1.946 -3.817 -0.310  0.081
H -2.837 -2.371 -0.555  0.057
H -2.259 -3.237 -1.962  0.079
H 0.615 -3.178 -1.863  0.039
H -0.300 -2.121 -2.955  0.038
H 0.943 -1.501 -2.058  0.087
H 1.927 3.021 -0.653  0.054
H 2.779 1.602 -0.507  0.091
H 2.079 2.294 1.005  0.116
H 1.369 0.977 -2.226  0.106
H 0.092 2.334 -2.215  0.074
H -0.650 0.719 -2.119  0.118
H 1.176 0.316 3.193  0.093
H 1.106 -1.266 2.425  0.049
H -0.177 -0.678 3.644  0.118



b | Computed, not measured: a 2-piece molecular cluster, C12H20O overall, with the ωB97M-V functional and the def2-TZVPD basis.

As for the HOMO energy: -8.260 eV. As for the SMILES: CCc1ccc(O)cc1.CC(C)C. The frontier orbital gap comes out at 9.000 eV.

Last column: Löwdin charge in e.
Geometry (Å):
C -0.521 -2.608 -1.882  -0.253
C 1.010 -2.412 -2.192  -0.058
C -1.307 -1.459 -1.814  -0.279
C -1.218 -0.437 -2.708  -0.059
C -2.364 -1.220 -0.761  0.031
C -1.893 0.822 -2.647  -0.010
C -3.007 0.005 -0.615  -0.001
C -2.766 1.011 -1.593  -0.317
O -3.253 2.278 -1.290  0.036
H -1.131 -3.296 -2.580  0.155
H -0.476 -3.111 -0.951  0.091
H 0.933 -1.453 -2.732  0.045
H -0.453 -0.653 -3.420  0.090
H -2.550 -2.022 -0.183  0.061
H -1.859 1.701 -3.398  0.141
H -3.654 0.264 0.176  0.099
H -2.820 2.860 -1.885  0.066
H 1.374 -3.259 -2.867  0.096
H 1.532 -2.367 -1.242  0.067
C 2.752 0.822 3.402  -0.519
C 3.560 -0.479 3.050  -0.092
C 3.564 1.318 4.651  -0.111
C 2.713 1.927 2.428  -0.138
H 1.699 0.564 3.708  0.138
H 3.694 -1.120 3.945  0.079
H 4.285 -0.009 2.356  0.081
H 3.124 2.178 5.138  0.061
H 3.659 0.384 5.262  0.070
H 4.576 1.673 4.316  0.088
H 2.179 1.529 1.550  0.078
H 2.155 2.827 2.806  0.093
H 3.704 2.364 2.129  0.093
H 2.911 -1.018 2.285  0.078



b takes first place; second place is 0.239 eV up.



a | Computed, not measured: a 2-piece molecular cluster, C6H10N3S overall, with the ωB97M-V functional and the def2-TZVPD basis.

As for the HOMO energy: -13.879 eV. The frontier orbital gap comes out at 9.172 eV. Its total charge is +1.

Last column: Löwdin charge in e.
Geometry (Å):
C -2.022 1.414 -0.672  -0.012
C -2.812 0.654 0.164  -0.024
C -0.647 1.251 -0.567  -0.022
C -2.226 -0.295 0.981  -0.057
C -0.176 0.402 0.377  -0.379
C 1.243 0.166 0.515  -0.680
N -0.884 -0.401 1.166  0.120
N 1.538 -1.197 -1.476  0.012
N 1.547 -0.913 1.218  0.128
S 2.361 1.387 0.141  0.976
H -2.503 2.197 -1.239  0.126
H -3.865 0.775 0.142  0.114
H 0.191 1.768 -1.217  0.146
H -2.851 -0.950 1.582  0.126
H 1.582 -1.382 -2.543  0.101
H 2.161 -1.799 -0.966  0.023
H 0.545 -1.467 -1.303  0.056
H 2.524 -1.117 1.446  0.138
H 0.724 -1.288 1.766  0.153
H 3.569 0.796 0.485  -0.044



b | Computed, not measured: an isolated ion of composition C6H10N3S and charge +1, with the ωB97M-V functional and the def2-TZVPD basis.

As for the HOMO energy: -11.654 eV. The frontier orbital gap comes out at 8.675 eV. Its total charge is +1.

Last column: Löwdin charge in e.
Geometry (Å):
C -2.124 -0.716 2.247  -0.028
C -0.931 -0.095 2.460  -0.020
C -0.797 -1.146 0.517  -0.617
C 1.242 -1.104 -1.314  -0.484
C 1.099 0.257 -1.903  -0.176
C 1.325 1.247 -1.056  -0.224
N -2.030 -1.329 1.040  0.096
N -0.172 -0.365 1.366  0.105
N 0.865 2.498 -1.473  0.076
S -0.215 -2.004 -0.790  1.085
H -3.039 -0.794 2.761  0.127
H -0.581 0.672 3.142  0.142
H 1.694 -1.762 -2.063  0.085
H 2.042 -1.102 -0.586  0.086
H 0.422 0.561 -2.680  0.107
H 2.011 1.123 -0.243  0.118
H 0.771 -0.029 1.253  0.155
H 0.302 2.401 -2.346  0.123
H 0.998 3.258 -0.890  0.063
H -2.883 -1.571 0.560  0.181



c | Computed, not measured: C6H10N3S as an isolated structure, with the ωB97M-V functional and the def2-TZVPD basis.

As for the HOMO energy: -13.101 eV. The frontier orbital gap comes out at 8.585 eV. Its total charge is +1.

Last column: Löwdin charge in e.
Geometry (Å):
C -0.641 1.945 -0.560  -0.093
C 0.982 0.592 -1.025  -0.057
C 1.230 -1.740 -0.476  -0.132
C -0.028 -1.366 0.381  -0.147
C 2.011 -0.489 -0.735  -0.538
C -2.415 0.788 0.686  0.044
N 0.566 1.796 -1.040  0.142
N -1.231 0.865 -0.132  -0.113
N -0.504 -0.226 -0.299  0.027
S 2.773 0.395 0.689  0.875
H -1.128 2.945 -0.567  0.174
H 1.804 -2.439 0.066  0.114
H 0.903 -2.042 -1.537  0.166
H -0.850 -1.972 0.524  0.107
H 0.305 -1.061 1.380  0.114
H 2.679 -0.702 -1.492  0.096
H -2.669 1.875 0.909  0.136
H -3.178 0.193 0.208  0.109
H -2.248 0.286 1.609  0.093
H 1.639 0.356 1.410  -0.115



a takes first place; second place is 0.397 eV up.



a | Computed, not measured: one molecule with the formula C4H7NOS2, with the ωB97M-V functional and the def2-TZVPD basis.

As for the HOMO energy: -8.515 eV. As for the SMILES: CO/N=C/C(=S)SC. The frontier orbital gap comes out at 7.897 eV.

Last column: Löwdin charge in e.
Geometry (Å):
C 3.142 0.358 0.202  -0.075
C -0.218 0.389 -0.325  -0.330
C -1.403 1.230 -0.252  -1.149
C -2.604 -1.351 0.092  -0.437
H 3.665 1.186 -0.222  0.055
H 3.902 -0.523 0.102  0.106
H 2.816 0.491 1.387  0.144
H -0.320 -0.423 -1.107  0.138
H -3.655 -1.837 0.121  0.071
H -2.140 -1.682 1.205  0.124
H -2.019 -1.665 -0.743  0.003
N 0.898 0.605 0.055  -0.020
O 1.927 -0.016 -0.451  -0.149
S -1.180 2.863 -0.012  0.642
S -2.812 0.375 -0.049  0.878



b | Computed, not measured: one molecule with the formula C4H7NOS2, with the ωB97M-V functional and the def2-TZVPD basis.

As for the HOMO energy: -8.753 eV. As for the SMILES: CO[C@H]1SN=C[C@H]1S. The frontier orbital gap comes out at 9.226 eV.

Last column: Löwdin charge in e.
Geometry (Å):
C 2.217 -0.739 -1.192  -0.075
C -0.038 0.279 -0.720  -0.654
C -1.320 -0.427 1.179  -0.205
C -0.538 0.810 0.574  -0.646
H 1.775 -1.598 -1.612  0.027
H 2.614 0.069 -1.937  0.122
H 2.955 -1.400 -0.412  0.161
H 0.166 0.999 -1.584  0.144
H -1.625 -0.823 2.199  0.133
H -1.332 1.445 0.131  0.117
H 0.148 3.056 1.769  -0.016
N -1.549 -1.340 0.319  -0.385
O 1.237 -0.153 -0.307  -0.384
S -1.195 -1.081 -1.247  0.927
S 0.840 1.664 1.411  0.732



b takes first place; second place is 0.916 eV up.



a | Computed, not measured: one molecule with the formula C4H7NOS2, with the ωB97M-V functional and the def2-TZVPD basis.

As for the HOMO energy: -8.414 eV. As for the SMILES: CON1C[C@H](S)C1=S. The frontier orbital gap comes out at 9.051 eV.

Last column: Löwdin charge in e.
Geometry (Å):
C -2.681 -0.663 0.985  -0.012
C 0.204 -1.562 -0.619  -0.078
C 1.168 -0.362 -0.597  -0.650
C -0.046 0.515 -0.317  -0.848
H -2.251 -1.482 1.506  0.074
H -3.706 -0.876 0.839  0.075
H -2.487 0.331 1.440  0.092
H 0.051 -1.980 -1.619  0.129
H 0.369 -2.242 0.222  0.118
H 1.673 -0.118 -1.541  0.098
H 1.816 -0.451 1.613  -0.112
N -0.829 -0.547 -0.367  -0.177
O -2.183 -0.694 -0.407  -0.083
S 2.585 -0.331 0.501  0.754
S -0.339 2.120 -0.085  0.622



b | Computed, not measured: one molecule with the formula C4H7NOS2, with the ωB97M-V functional and the def2-TZVPD basis.

As for the HOMO energy: -8.679 eV. As for the SMILES: COC(=S)NC(C)=S. The frontier orbital gap comes out at 8.375 eV.

Last column: Löwdin charge in e.
Geometry (Å):
C 1.531 -1.423 1.823  -0.115
C 0.728 0.335 0.517  -0.890
C -1.292 0.172 -1.014  -0.800
C -2.158 1.216 -1.652  -0.120
H 1.191 -2.438 2.224  0.120
H 1.649 -0.707 2.640  0.055
H 2.523 -1.472 1.253  0.112
H -0.045 1.761 -0.674  0.109
H -1.756 1.535 -2.624  0.090
H -3.183 0.853 -1.845  0.083
H -2.163 2.178 -1.115  0.084
N -0.197 0.801 -0.406  -0.007
O 0.584 -0.922 0.908  -0.167
S 1.864 1.358 1.038  0.748
S -1.511 -1.467 -1.184  0.699



b takes first place; second place is 2.310 eV up.



a | Computed, not measured: an isolated ion of composition C5H10NS and charge +1, with the ωB97M-V functional and the def2-TZVPD basis.

As for the HOMO energy (spin up / spin down): -13.717 / -13.717 eV. The frontier orbital gap (spin up / spin down) comes out at 9.329 / 9.330 eV. Its total charge is +1.

Last column: Löwdin charge in e.
Geometry (Å):
C 0.995 -0.213 0.307  -0.334
C -1.220 -0.670 -0.432  -0.227
C -1.089 -2.020 0.211  -0.399
C 2.099 0.589 0.748  -0.018
C -0.268 1.562 -0.674  -0.013
N -0.064 0.160 -0.352  -0.156
S 0.639 -2.082 0.924  0.951
H -1.548 -0.771 -1.530  0.169
H -2.101 -0.108 0.028  0.158
H -1.816 -2.188 0.990  0.078
H -1.231 -2.816 -0.580  0.109
H 1.712 1.670 1.069  0.162
H 2.733 0.814 0.007  0.065
H 2.587 -0.009 1.526  0.106
H 0.423 2.258 -0.263  0.067
H -1.261 1.916 -0.229  0.126
H -0.589 1.910 -1.749  0.156



b | Computed, not measured: C5H10NS as an isolated structure, with the ωB97M-V functional and the def2-TZVPD basis.

As for the HOMO energy: -12.915 eV. The frontier orbital gap comes out at 9.252 eV. Its total charge is +1.

Last column: Löwdin charge in e.
Geometry (Å):
C 1.077 -1.086 0.766  -0.194
C 0.433 -1.770 1.670  -0.363
C 0.071 -0.085 0.536  -0.606
C 0.574 1.609 1.168  0.061
C -1.205 -0.745 -1.332  -0.043
N -0.274 0.215 -0.855  -0.002
S -1.037 -0.866 1.796  1.006
H 2.007 -1.239 0.283  0.119
H 0.715 -2.710 2.188  0.114
H 1.641 1.636 1.609  0.112
H -0.158 1.903 1.843  0.019
H 0.526 2.195 0.245  0.045
H -2.244 -0.527 -1.080  0.122
H -1.143 -0.608 -2.443  0.140
H -0.957 -1.654 -0.984  0.064
H -0.553 1.188 -0.955  0.169
H 0.534 -0.033 -1.538  0.237



a takes first place; second place is 1.897 eV up.